{"formula": "C26H23FeN4O5P", "method": "ωB97M-V/def2-TZVPD", "orbital_gap_ev": [6.76, 6.76], "total_energy_ha": -3204.9404, "largest_force_ev_per_a": 1.0, "lumo_energy_ev": [-1.5, -1.5], "symbols": ["Fe", "O", "C", "C", "C", "N", "C", "C", "C", "O", "O", "C", "O", "O", "H", "H", "H", "C", "C", "C", "C", "C", "C", "N", "N", "C", "C", "C", "C", "C", "N", "H", "H", "H", "H", "H", "H", "H", "H", "H", "C", "P", "C", "C", "C", "C", "C", "C", "C", "H", "H", "H", "H", "H", "H", "H", "H", "H", "H", "H"], "positions_angstrom": [[0.1567, -0.4407, -0.1481], [5.4113, 2.0309, 1.4902], [4.2403, 1.4414, 1.1657], [3.8871, 0.1762, 1.6393], [2.6766, -0.3453, 1.2343], [1.9169, 0.2915, 0.3540], [2.1421, 1.5728, 0.0669], [3.3240, 2.1839, 0.4180], [0.8631, 2.2803, -0.3935], [0.9196, 3.4059, -0.8521], [-0.1778, 1.5646, -0.1379], [1.9135, -1.4769, 1.9193], [2.5168, -2.2719, 2.6292], [0.6580, -1.4106, 1.6766], [5.9258, 1.4437, 2.0552], [4.4851, -0.3628, 2.3640], [3.4985, 3.2243, 0.1834], [2.8459, 0.6381, -4.9942], [1.5203, 0.9289, -5.3008], [0.5214, 0.6966, -4.3741], [0.8609, 0.1754, -3.1269], [2.1817, -0.1136, -2.8122], [3.1745, 0.1153, -3.7538], [-0.1299, -0.0891, -2.1403], [-1.3086, -0.0808, -2.5564], [-2.2594, -0.3684, -1.5565], [-3.5995, -0.1912, -1.8465], [-4.5087, -0.4532, -0.8309], [-4.0434, -0.8641, 0.4097], [-2.6773, -0.9902, 0.6159], [-1.8031, -0.7412, -0.3546], [3.6215, 0.8290, -5.7244], [1.2672, 1.3459, -6.2665], [-0.5085, 0.9307, -4.5968], [2.4211, -0.5213, -1.8417], [4.2045, -0.1076, -3.5087], [-3.8944, 0.1440, -2.8293], [-5.5693, -0.3285, -1.0027], [-4.7248, -1.0710, 1.2225], [-2.2582, -1.2904, 1.5683], [0.0031, -3.2421, -2.4361], [0.5566, -2.7172, -0.7688], [2.2843, -3.3088, -0.7616], [-0.3206, -3.9006, 0.3010], [0.2901, -4.4660, 1.4175], [-0.4234, -5.3215, 2.2428], [-1.7518, -5.6174, 1.9708], [-2.3709, -5.0495, 0.8668], [-1.6585, -4.1947, 0.0386], [-1.0255, -2.9308, -2.6176], [0.0675, -4.3246, -2.5451], [0.6353, -2.7654, -3.1875], [2.3319, -4.3919, -0.8766], [2.7791, -3.0309, 0.1685], [2.8112, -2.8391, -1.5938], [1.3080, -4.2069, 1.6798], [0.0609, -5.7451, 3.1131], [-2.3046, -6.2844, 2.6199], [-3.4076, -5.2730, 0.6477], [-2.1554, -3.7598, -0.8215]]}


{"formula": "C26H23FeN4O5P", "method": "ωB97M-V/def2-TZVPD", "orbital_gap_ev": [6.94, 6.93], "total_energy_ha": -3204.9482, "largest_force_ev_per_a": 0.5, "lumo_energy_ev": [-1.4, -1.4], "symbols": ["Fe", "O", "C", "C", "C", "N", "C", "C", "C", "O", "O", "C", "O", "O", "H", "H", "H", "C", "C", "C", "C", "C", "C", "N", "N", "C", "C", "C", "C", "C", "N", "H", "H", "H", "H", "H", "H", "H", "H", "H", "C", "P", "C", "C", "C", "C", "C", "C", "C", "H", "H", "H", "H", "H", "H", "H", "H", "H", "H", "H"], "positions_angstrom": [[-0.0709, -0.2005, -0.5914], [-5.6025, -2.0294, 0.8750], [-4.3789, -1.5857, 0.5148], [-4.1969, -0.6453, -0.5010], [-2.9036, -0.2784, -0.8080], [-1.8671, -0.8671, -0.2242], [-2.0380, -1.5736, 0.8930], [-3.2871, -2.0056, 1.2773], [-0.8009, -1.4839, 1.7927], [-0.6752, -2.2207, 2.7523], [-0.0525, -0.4956, 1.4300], [-2.4831, 1.0054, -1.5218], [-3.2591, 1.5747, -2.2777], [-1.3005, 1.3762, -1.1742], [-6.2746, -1.6166, 0.3209], [-5.0251, -0.1434, -0.9865], [-3.4175, -2.5764, 2.1859], [0.2712, -5.7776, -0.2921], [1.4048, -5.3306, 0.3784], [1.7418, -3.9895, 0.3659], [0.9283, -3.0964, -0.3219], [-0.2185, -3.5291, -0.9746], [-0.5390, -4.8781, -0.9691], [1.2274, -1.7058, -0.3602], [2.4212, -1.4152, -0.1026], [2.6575, -0.0288, -0.1304], [3.9122, 0.4596, 0.1867], [4.0977, 1.8319, 0.1312], [3.0313, 2.6494, -0.2262], [1.8018, 2.0757, -0.5116], [1.6240, 0.7574, -0.4548], [0.0138, -6.8288, -0.2731], [2.0216, -6.0315, 0.9251], [2.6069, -3.6230, 0.8989], [-0.8466, -2.8076, -1.4776], [-1.4284, -5.2212, -1.4810], [4.6985, -0.2278, 0.4626], [5.0628, 2.2601, 0.3659], [3.1412, 3.7231, -0.2774], [0.9314, 2.6558, -0.7949], [1.4219, -1.4836, -3.5502], [0.1756, -0.3040, -2.9145], [-1.2575, -0.7195, -3.9651], [0.7524, 1.2846, -3.5924], [-0.1453, 2.3371, -3.7781], [0.3106, 3.5692, -4.2221], [1.6603, 3.7700, -4.4785], [2.5587, 2.7298, -4.2933], [2.1060, 1.4943, -3.8529], [2.3688, -1.3826, -3.0195], [1.5924, -1.3338, -4.6163], [1.0580, -2.4990, -3.3832], [-0.9753, -0.6829, -5.0176], [-2.0881, -0.0330, -3.7967], [-1.5862, -1.7318, -3.7201], [-1.1952, 2.2121, -3.5470], [-0.3953, 4.3783, -4.3595], [2.0102, 4.7343, -4.8250], [3.6130, 2.8771, -4.4921], [2.8231, 0.6941, -3.7101]]}


{"formula": "C26H23N6OReS", "method": "ωB97M-V/def2-TZVPD", "charge": 1, "orbital_gap_ev": [6.55, 5.68], "total_energy_ha": -1884.5840, "multiplicity": 2, "largest_force_ev_per_a": 2.3, "lumo_energy_ev": [-4.3, -5.1], "symbols": ["Re", "N", "C", "S", "N", "N", "C", "C", "C", "C", "C", "C", "C", "O", "H", "H", "H", "H", "H", "H", "H", "C", "C", "C", "C", "C", "C", "N", "N", "C", "C", "C", "C", "C", "N", "H", "H", "H", "H", "H", "H", "H", "H", "H", "C", "C", "C", "C", "C", "C", "C", "H", "H", "H", "H", "H", "H", "H"], "positions_angstrom": [[-0.2042, 0.9794, -1.0571], [-4.4793, 2.4104, -1.1749], [-3.3676, 1.6497, -1.2656], [-2.0284, 2.2945, -2.1868], [-3.3543, 0.4963, -0.7057], [-2.1826, -0.1889, -0.9090], [-2.2975, -1.4673, -0.9171], [-1.2577, -2.3919, -1.3003], [-1.4465, -3.7684, -1.1362], [-0.5143, -4.6666, -1.6076], [0.5913, -4.1921, -2.3148], [0.7643, -2.8378, -2.5256], [-0.1302, -1.9298, -1.9755], [0.0511, -0.6030, -2.1078], [-4.5439, 3.2750, -1.6781], [-5.3131, 2.0094, -0.7806], [-3.2861, -1.8711, -0.7114], [-2.3441, -4.1155, -0.6366], [-0.6526, -5.7282, -1.4521], [1.3248, -4.8878, -2.7025], [1.5920, -2.4642, -3.1141], [-1.4545, -1.5215, 3.7696], [-1.6578, -0.1748, 4.0532], [-1.3506, 0.7891, 3.1138], [-0.8353, 0.4060, 1.8754], [-0.6294, -0.9370, 1.5926], [-0.9404, -1.8982, 2.5392], [-0.4784, 1.4018, 0.8999], [-0.3013, 2.5624, 1.3932], [0.1040, 3.4735, 0.4559], [0.3511, 4.8002, 0.7942], [0.7724, 5.6624, -0.1914], [0.9463, 5.1774, -1.4900], [0.6939, 3.8553, -1.7499], [0.2685, 3.0127, -0.7927], [-1.6843, -2.2724, 4.5145], [-2.0555, 0.1234, 5.0139], [-1.5064, 1.8383, 3.3183], [-0.1743, -1.2420, 0.6633], [-0.7550, -2.9415, 2.3165], [0.2057, 5.1044, 1.8213], [0.9696, 6.7014, 0.0348], [1.2686, 5.8291, -2.2894], [0.8202, 3.4395, -2.7415], [1.9723, 0.9085, -0.7131], [2.4693, -0.3643, -0.1272], [2.4525, -0.5609, 1.2558], [2.9595, -1.7225, 1.8158], [3.5030, -2.7086, 1.0020], [3.5441, -2.5178, -0.3718], [3.0291, -1.3566, -0.9289], [2.3435, 1.0821, -1.7301], [2.2266, 1.7584, -0.0823], [2.0573, 0.2180, 1.9014], [2.9435, -1.8542, 2.8903], [3.9143, -3.6093, 1.4391], [3.9882, -3.2732, -1.0082], [3.0984, -1.1912, -1.9983]]}


The records above give, respectively, ΔE to the lowest compared entry with this formula, charge and spin values of 0.978, 0.766, 1.380 eV.